1.
This record from OMol25 describes a cluster of 16 separate species, C52H146N10O16 in total in a non-equilibrium geometry. The level of theory is wB97M-V/def2-TZVPD.

The value obtained for the frontier orbital gap is 9.0 eV. The value obtained for the energy relative to the best compared isomer or geometry (same formula, charge and spin) is 106.8 kcal per mole.

Geometry as ORCA input:
```
! RIJCOSX wB97M-V def2-TZVPD def2/J DEFGRID3
* xyz 0 1
C 23.3272 13.9973 19.4268
C 22.5580 12.9770 18.4831
C 21.1904 13.4740 18.1699
O 21.2960 14.5247 17.2039
C 20.0643 14.8755 16.6650
N 23.3313 12.6282 17.3053
H 22.8684 14.0760 20.4072
H 23.3398 15.0151 19.1191
H 24.3735 13.6927 19.6722
H 22.3489 12.1609 19.1538
H 20.6220 13.7726 19.0523
H 20.6330 12.6672 17.6313
H 20.1899 15.4800 15.7172
H 19.5340 15.4982 17.3316
H 19.5228 13.9472 16.4317
H 23.2186 13.2083 16.4804
H 24.3653 12.6562 17.4157
C 13.1513 11.5061 15.3118
C 14.5814 10.9859 15.6188
C 14.4938 9.6299 16.3573
O 13.8730 8.6308 15.5259
C 13.9956 7.3761 16.0058
N 15.4156 10.7427 14.4220
H 12.6322 10.7119 14.7573
H 13.2013 12.3995 14.7052
H 12.7941 11.7622 16.2987
H 15.1082 11.5962 16.3188
H 13.9765 9.7986 17.3084
H 15.4667 9.3350 16.6547
H 15.0408 7.1454 16.2609
H 13.5580 6.7712 15.2209
H 13.4014 7.1808 16.9171
H 15.1408 9.8204 13.9847
H 15.0457 11.3702 13.7239
C 12.1106 14.0754 12.4622
C 11.9919 15.6023 12.1690
C 12.8854 16.0312 11.0187
O 14.2810 15.6930 11.2985
C 15.0712 15.7348 10.1812
N 10.5709 15.9580 11.9439
H 13.0991 13.9395 12.9368
H 12.0183 13.4725 11.5376
H 11.3491 13.6998 13.0744
H 12.3266 15.9382 13.1956
H 12.7621 17.0603 10.7872
H 12.6894 15.4736 10.1617
H 15.2004 16.7385 9.7342
H 14.7600 15.0998 9.3301
H 16.0554 15.5079 10.6179
H 10.3647 16.9694 12.1271
H 10.4274 15.7652 10.9401
C 22.6242 17.0222 12.2436
C 21.2620 17.5725 12.4901
C 20.3590 17.3553 11.2958
O 19.0592 17.8061 11.6624
C 18.1482 17.7320 10.5718
N 20.6208 16.9496 13.6410
H 22.4410 15.9632 12.0496
H 23.3586 17.2884 13.0005
H 23.0986 17.4695 11.3742
H 21.4392 18.5875 12.7157
H 20.3300 16.2686 11.0694
H 20.8179 17.9389 10.4776
H 18.1898 16.7456 10.0912
H 18.3413 18.5598 9.8541
H 17.1495 17.9254 10.9071
H 19.8199 17.5085 13.8610
H 21.2978 17.0704 14.4558
C 19.4607 16.6003 20.8646
C 19.3006 16.0289 22.2984
C 18.7887 14.4969 22.1598
O 17.6837 14.3099 21.2672
C 16.5638 14.9358 21.6721
N 20.4701 15.9560 23.1778
H 18.5284 16.5283 20.3545
H 20.0652 15.9314 20.2460
H 19.8168 17.6125 20.7195
H 18.5721 16.6375 22.8726
H 18.5821 14.1490 23.1841
H 19.5244 13.8719 21.6833
H 16.3139 14.7421 22.7351
H 15.8337 14.4203 21.0909
H 16.6588 16.0641 21.5369
H 21.0774 15.1961 22.7988
H 20.8668 16.8581 23.1297
C 18.4006 10.8189 19.5116
C 19.5812 10.1182 18.8213
C 20.4429 9.4372 19.9001
O 20.9961 10.5359 20.6453
C 22.0038 10.1364 21.5717
N 19.1371 9.1133 17.9024
H 18.8174 11.3709 20.3149
H 17.7624 10.1374 20.0345
H 17.7074 11.3266 18.7371
H 20.1251 10.9941 18.3943
H 21.1616 8.7750 19.4658
H 19.8870 8.7723 20.5333
H 22.8448 9.6751 21.0571
H 21.7234 9.4728 22.3335
H 22.2940 11.0428 22.1058
H 19.9555 8.6283 17.5420
H 18.7227 9.5410 17.0621
C 11.4935 20.6221 21.7443
C 11.8550 19.5095 20.8064
C 10.6566 19.1624 19.8784
O 11.1886 18.3666 18.8313
C 10.3666 18.2922 17.7368
N 13.0234 19.9782 19.9935
H 11.3789 21.5974 21.2658
H 12.2435 20.7912 22.5197
H 10.5185 20.4514 22.3020
H 12.1913 18.5130 21.2335
H 10.3133 20.1177 19.4749
H 9.9298 18.6478 20.5400
H 10.9318 17.6919 16.9600
H 10.1379 19.2976 17.3870
H 9.4684 17.6521 18.0267
H 12.8855 20.9186 19.6793
H 13.0837 19.3873 19.1637
C 18.1645 21.9899 13.5732
C 17.0562 20.9406 13.2687
C 16.5863 21.1646 11.8054
O 17.6014 20.7561 10.8886
C 17.2295 20.9531 9.5284
N 17.5912 19.5964 13.6440
H 17.8757 22.9392 13.1997
H 19.0253 21.5157 13.0890
H 18.2411 22.0202 14.6411
H 16.1560 21.1846 13.8508
H 16.3475 22.2158 11.7674
H 15.7525 20.5003 11.5444
H 16.1782 20.7804 9.2670
H 17.8952 20.3557 8.8900
H 17.4994 22.0313 9.3364
H 18.2126 19.3044 12.9550
H 16.8319 18.9260 13.4395
C 18.0186 22.1174 20.8989
C 16.9641 21.2279 20.3334
C 16.6249 21.7533 18.9535
O 17.8165 21.9744 18.2628
C 17.6065 22.4177 16.9545
N 17.5777 19.8858 20.3513
H 17.8239 23.1813 21.0413
H 18.8932 21.9251 20.3491
H 18.1950 21.7703 21.9467
H 16.1027 21.0070 20.9852
H 16.0356 22.6193 19.0413
H 16.0975 20.9160 18.3997
H 18.5278 22.8767 16.6700
H 16.7821 23.1089 16.8741
H 17.4527 21.5653 16.2972
H 16.9009 19.2694 19.8723
H 18.3933 19.8162 19.7231
C 15.1573 18.2625 16.7102
C 16.1520 17.0505 17.0187
C 16.7621 16.4220 15.8496
O 15.6904 15.8019 15.0881
C 16.1472 15.0820 13.9992
N 17.2395 17.6077 17.8529
H 15.7236 19.1480 16.4693
H 14.6948 18.5656 17.5860
H 14.4531 18.0217 15.8924
H 15.6047 16.2870 17.5874
H 17.3777 15.5813 16.2255
H 17.3415 17.1877 15.3247
H 16.1088 15.7542 13.1562
H 15.5305 14.1879 13.9171
H 17.2327 14.8509 14.1839
H 17.7980 18.3300 17.3014
H 17.9490 16.8888 18.0803
C 12.6757 14.9098 17.1677
C 12.2460 15.0834 15.7275
O 12.9643 16.2132 15.2005
H 13.7273 14.7322 17.2697
H 12.0882 14.1157 17.7426
H 12.4654 15.7797 17.7023
H 11.2301 15.3904 15.5484
H 12.3699 14.1555 15.1826
H 13.9448 15.9531 15.1815
C 20.5795 19.8927 17.3911
C 19.9958 20.0358 15.9886
O 18.6457 19.8089 16.1546
H 20.1022 20.5948 18.0977
H 21.6038 20.1347 17.2841
H 20.3457 18.8642 17.7621
H 20.4455 19.2776 15.3286
H 20.1755 21.0636 15.6653
H 18.2574 19.6433 15.2848
C 13.0496 19.7854 12.2969
C 13.5398 18.8411 13.3421
O 14.7261 18.1886 12.9767
H 12.9056 19.2621 11.3529
H 13.7771 20.5568 12.0352
H 12.1341 20.2159 12.6212
H 12.7346 18.1871 13.7097
H 13.8267 19.4611 14.1655
H 14.6694 17.4265 12.3373
C 24.6079 17.0473 17.3794
C 23.3186 17.4866 16.7571
O 22.8186 16.5422 15.7889
H 24.4812 16.1781 18.0444
H 25.0551 17.8402 17.9769
H 25.2863 16.7678 16.5658
H 23.4126 18.4619 16.2628
H 22.5514 17.6842 17.5254
H 22.4872 15.7547 16.2074
C 19.9865 11.8852 13.7728
C 20.3659 13.3926 13.4855
O 19.2384 14.2755 13.6356
H 20.8848 11.3572 13.4735
H 19.1897 11.5012 13.1730
H 19.6741 11.7963 14.7718
H 20.8762 13.4918 12.4417
H 21.0452 13.6727 14.2988
H 19.6217 15.1589 13.5128
C 13.1257 22.1235 16.3584
C 11.8260 22.2215 17.0734
O 11.7280 23.3877 17.9024
H 13.8702 21.9024 17.0885
H 13.4494 23.0014 15.7999
H 13.0650 21.3882 15.5577
H 11.7557 21.3505 17.7304
H 10.9508 22.1705 16.3807
H 12.4917 23.9773 17.9389
*
```

---

2.
This record from OMol25 describes a structure of composition C52H28Br2CaClF15GeN5OPS2 in a non-equilibrium geometry. The level of theory is wB97M-V/def2-TZVPD.

The value obtained for the frontier orbital gap is 5.9 eV. The value obtained for the energy relative to the best compared isomer or geometry (same formula, charge and spin) is 5.5 kcal per mole.

Geometry as ORCA input:
```
! RIJCOSX wB97M-V def2-TZVPD def2/J DEFGRID3
* xyz 0 1
Ca -1.6657 0.6912 0.0979
S -3.2112 1.3568 2.9030
C -2.9273 -0.3037 2.7699
C -3.2915 -1.1837 3.8085
C -3.0787 -2.5266 3.6598
C -2.5089 -2.9993 2.4743
C -2.1844 -2.0802 1.5036
N -2.3729 -0.7691 1.6311
H -3.7365 -0.7723 4.7001
H -3.3489 -3.2190 4.4425
H -2.3436 -4.0529 2.3267
H -1.7475 -2.3893 0.5651
Cl -2.5304 3.4032 0.4475
C -1.3264 4.4951 1.0055
C -1.6478 5.8442 1.0524
C -0.6957 6.7750 1.4311
C 0.5743 6.3462 1.7761
C 0.8840 4.9993 1.7414
C -0.0522 4.0426 1.3505
P 0.3830 2.2651 1.1727
C 0.1412 1.6566 2.8794
C 0.4745 0.3195 3.0914
C 0.3150 -0.2490 4.3401
C -0.1933 0.5136 5.3800
C -0.5256 1.8406 5.1734
C -0.3532 2.4209 3.9289
C 2.2062 2.4239 1.2289
C 2.9036 2.5401 2.4294
C 4.2710 2.7423 2.4208
C 4.9572 2.8299 1.2216
C 4.2682 2.7051 0.0271
C 2.8992 2.5028 0.0279
H -2.6451 6.1592 0.7873
H -0.9435 7.8265 1.4555
H 1.3269 7.0631 2.0681
H 1.8839 4.6912 2.0098
H 0.8740 -0.2632 2.2690
H 0.5865 -1.2819 4.5022
H -0.3437 0.0596 6.3473
H -0.9381 2.4217 5.9818
H -0.6215 3.4587 3.7784
H 2.3789 2.4809 3.3725
H 4.8031 2.8413 3.3541
H 6.0229 3.0004 1.2206
H 4.8029 2.7717 -0.9076
H 2.3421 2.3990 -0.8928
Br -8.2331 -1.0914 -1.8147
C -6.5220 -0.4384 -1.3072
C -6.3331 0.1942 -0.0864
C -5.0627 0.6784 0.1932
N -4.0504 0.6031 -0.6515
C -4.2382 0.0108 -1.8357
C -5.4642 -0.5607 -2.1879
C -3.1051 0.0441 -2.7637
C -3.2557 -0.2895 -4.1128
C -2.1449 -0.2313 -4.9325
Br -2.3160 -0.6855 -6.7696
C -0.9272 0.1780 -4.4074
C -0.8907 0.5302 -3.0642
N -1.9392 0.4633 -2.2670
H -7.1396 0.3058 0.6192
H -4.8489 1.1577 1.1437
H -5.6024 -1.0879 -3.1178
H -4.2085 -0.5717 -4.5278
H -0.0463 0.2246 -5.0260
H 0.0220 0.8836 -2.6076
N 0.9516 4.9999 -2.3272
C -0.1666 4.3053 -1.9800
N -1.3417 4.9156 -2.2876
O -0.1263 3.2061 -1.4512
H 0.8907 5.9658 -2.5981
H 1.8422 4.6632 -2.0014
H -1.3988 5.7267 -2.8764
H -2.1860 4.4057 -2.0911
F -0.6798 -4.3380 0.0644
C 0.3808 -4.7011 0.8141
C 1.5998 -4.1396 0.4864
C 2.7033 -4.6095 1.1733
F 3.9189 -4.1669 0.8441
C 2.5918 -5.5685 2.1780
F 3.6799 -6.0265 2.8045
C 1.3375 -6.0539 2.5345
F 1.2128 -6.9386 3.5261
C 0.2140 -5.6258 1.8336
F -0.9966 -6.1064 2.1443
Ge 1.5192 -2.6210 -0.8581
S 0.6891 -0.7501 -0.3894
C 0.8165 -3.6632 -2.4405
C -0.3954 -3.3939 -3.0403
F -1.1735 -2.4200 -2.5294
C -0.8496 -4.1004 -4.1478
F -2.0282 -3.7985 -4.7118
C -0.0663 -5.1258 -4.6678
F -0.4850 -5.8193 -5.7279
C 1.1543 -5.4322 -4.0697
F 1.9028 -6.4264 -4.5569
C 1.5683 -4.6959 -2.9666
F 2.7328 -4.9847 -2.3696
C 3.3906 -2.0485 -1.2730
C 4.1028 -1.4621 -0.2405
F 3.5983 -1.5593 0.9977
C 5.2729 -0.7492 -0.4493
F 5.9282 -0.1760 0.5665
C 5.7500 -0.6033 -1.7494
F 6.8625 0.1020 -1.9816
C 5.0417 -1.1552 -2.8108
F 5.4702 -0.9756 -4.0669
C 3.8687 -1.8526 -2.5520
F 3.1430 -2.3172 -3.5865
*
```

---

3.
This record from OMol25 describes a structure of composition C52H34AlIN5O2S2. The level of theory is wB97M-V/def2-TZVPD.

The value obtained for the frontier orbital gap (spin up / spin down) is 5.2 / 5.2 eV.

Geometry as ORCA input:
```
! RIJCOSX wB97M-V def2-TZVPD def2/J DEFGRID3
* xyz -1 1
Al -0.0610 0.2459 0.0571
C 5.2332 1.3776 -5.2746
C 4.8396 2.3593 -4.3811
C 3.9193 2.0682 -3.3914
C 3.3768 0.7945 -3.2920
C 3.7812 -0.1923 -4.1837
C 4.7101 0.0996 -5.1659
C 2.3431 0.5214 -2.2708
C 1.0248 0.4543 -2.7063
C 0.6162 0.5825 -4.0734
C -0.7041 0.2785 -4.1115
C -1.1010 0.0062 -2.7628
N -0.0453 0.1478 -1.9289
C -2.3937 -0.3193 -2.3606
C -2.8111 -0.2978 -1.0388
C -4.1616 -0.4926 -0.6197
C -4.2111 -0.1600 0.6961
C -2.8788 0.1873 1.0871
C -2.4448 0.4898 2.3962
C -3.2085 1.2569 3.3685
C -4.5251 1.6895 3.1637
C -5.1977 2.4287 4.1154
C -4.5792 2.8000 5.2967
C -3.2458 2.4721 5.4758
C -2.5683 1.7385 4.5242
C -1.1895 -0.0294 2.7802
N -0.1209 -0.1688 1.9713
C 0.8757 -0.7142 2.7284
C 2.2079 -0.7837 2.3630
C 3.1738 -1.2145 3.3964
C 3.5818 -0.3114 4.3709
C 4.4527 -0.7148 5.3656
C 4.9130 -2.0205 5.3989
C 4.5109 -2.9195 4.4252
C 3.6445 -2.5209 3.4228
C 2.6830 -0.3971 1.1121
C 4.0645 -0.3429 0.7433
C 4.1058 0.0655 -0.5508
C 2.7459 0.2415 -0.9687
N 1.9051 -0.0217 0.0664
C 0.3756 -1.0355 4.0281
C -0.9019 -0.5832 4.0710
N -2.0412 0.0503 0.0319
C -3.3810 -0.6280 -3.4167
C -3.3712 -1.8700 -4.0414
C -4.2884 -2.1553 -5.0374
C -5.2178 -1.2038 -5.4246
C -5.2302 0.0343 -4.8041
C -4.3225 0.3187 -3.8006
H 5.9426 1.6092 -6.0570
H 5.2401 3.3590 -4.4613
H 3.6003 2.8267 -2.6916
H 3.3629 -1.1850 -4.1001
H 5.0188 -0.6692 -5.8595
H 1.2502 0.8681 -4.8900
H -1.3621 0.2670 -4.9592
H -4.9604 -0.8289 -1.2523
H -5.0515 -0.2668 1.3523
H -5.0307 1.4731 2.2404
H -6.2171 2.7317 3.9259
H -5.1126 3.3727 6.0423
H -2.7196 2.8085 6.3576
H -1.5130 1.5675 4.6632
H 3.2074 0.7021 4.3391
H 4.7633 -0.0084 6.1212
H 5.5778 -2.3370 6.1902
H 4.8660 -3.9388 4.4518
H 3.3122 -3.2208 2.6703
H 4.8814 -0.5743 1.4013
H 4.9705 0.2021 -1.1745
H 0.9305 -1.5346 4.7970
H -1.6143 -0.6821 4.8663
H -2.6490 -2.6111 -3.7318
H -4.2796 -3.1261 -5.5125
H -5.9285 -1.4235 -6.2103
H -5.9518 0.7814 -5.1017
H -4.3299 1.2819 -3.3112
I 0.3299 3.1705 1.8809
C 0.0023 2.2882 -0.0791
H 0.8271 2.6864 -0.6770
H -0.9007 2.7853 -0.4444
O -0.9488 -6.8168 1.6036
S 0.1474 -6.2332 0.8705
O 1.4387 -6.8134 1.1465
N 0.1815 -4.5918 1.0376
C -0.0387 -4.0091 -0.1023
S -0.1060 -2.3579 -0.4378
C -0.2549 -4.8984 -1.2634
C -0.4916 -4.5179 -2.5765
C -0.6751 -5.5089 -3.5240
C -0.6199 -6.8490 -3.1678
C -0.3739 -7.2274 -1.8524
C -0.1941 -6.2368 -0.9155
H -0.5209 -3.4697 -2.8349
H -0.8611 -5.2392 -4.5542
H -0.7676 -7.6053 -3.9251
H -0.3264 -8.2696 -1.5781
*
```